(1)
Formula: C20H65AgF3O16
Source: the OMol25 dataset
Level of theory: ωB97M-V with the def2-TZVPD basis set

Its total charge is 0. For the total energy, the calculation gives -66691.4712 eV. Its expectation value of S² is 0.754. For the HOMO-LUMO gap (alpha / beta), the calculation gives 4.843 / 3.752 eV. As for the multiplicity: 2.

CARTESIAN COORDINATES (ANGSTROEM)
Ag (-3.186, 2.455, -1.152)
C (1.596, 4.539, -2.477)
O (1.892, 5.924, -2.392)
O (0.227, 4.384, -2.135)
C (2.191, 3.914, -3.807)
F (3.508, 3.756, -3.794)
F (1.762, 2.720, -3.940)
F (1.895, 4.492, -4.979)
C (3.249, 6.379, -2.516)
C (3.169, 7.902, -2.476)
H (2.618, 8.335, -1.641)
H (4.138, 8.390, -2.370)
H (2.700, 8.313, -3.370)
H (3.757, 6.145, -3.451)
H (3.903, 6.135, -1.679)
H (2.123, 4.081, -1.640)
C (0.366, -1.482, -0.752)
C (-0.300, -0.756, 0.484)
C (0.656, 0.195, 1.230)
O (-1.596, -0.253, 0.256)
H (-0.273, -2.314, -1.051)
H (1.340, -1.895, -0.490)
H (0.424, -0.799, -1.599)
H (-0.454, -1.567, 1.195)
H (0.964, 0.983, 0.541)
H (1.584, -0.331, 1.457)
H (0.225, 0.573, 2.157)
C (-4.118, 5.434, 1.912)
O (-3.288, 4.317, 1.620)
H (-4.449, 6.008, 1.047)
H (-4.921, 5.269, 2.631)
H (-3.550, 6.249, 2.362)
H (-2.916, 4.117, 2.482)
C (4.970, 0.254, -0.842)
O (5.876, -0.808, -1.098)
H (4.004, 0.043, -1.301)
H (4.882, 0.438, 0.229)
H (5.292, 1.173, -1.331)
H (6.714, -0.594, -0.682)
C (-6.793, 0.458, -0.842)
O (-6.319, 1.754, -0.415)
H (-5.926, -0.148, -1.105)
H (-7.182, 0.047, 0.089)
H (-7.586, 0.454, -1.590)
H (-7.097, 2.079, 0.044)
C (-0.695, -5.777, 2.682)
O (-0.267, -6.543, 3.853)
H (0.150, -5.159, 2.378)
H (-0.880, -6.417, 1.820)
H (-1.524, -5.128, 2.965)
H (-0.904, -7.261, 3.882)
C (-0.558, -3.616, -6.381)
O (-0.856, -2.806, -7.518)
H (-0.550, -3.003, -5.480)
H (-1.298, -4.411, -6.291)
H (0.453, -4.019, -6.438)
H (-0.008, -2.377, -7.654)
C (-2.905, 0.681, -5.005)
O (-3.809, 1.315, -4.184)
H (-3.409, -0.237, -5.310)
H (-2.667, 1.266, -5.893)
H (-1.963, 0.498, -4.488)
H (-4.620, 1.475, -4.672)
C (0.443, -1.581, 7.043)
O (1.686, -1.947, 7.573)
H (0.136, -0.588, 7.372)
H (0.476, -1.499, 5.957)
H (-0.320, -2.312, 7.311)
H (2.333, -1.360, 7.176)
C (1.022, -6.494, -2.562)
O (1.370, -7.123, -3.790)
H (1.668, -6.794, -1.737)
H (1.037, -5.406, -2.624)
H (-0.020, -6.642, -2.280)
H (2.289, -6.894, -3.951)
C (3.911, -1.950, -4.887)
O (4.702, -2.842, -4.075)
H (3.885, -2.348, -5.901)
H (2.924, -1.899, -4.425)
H (4.389, -0.971, -4.850)
H (4.950, -2.330, -3.302)
C (-4.135, -4.005, -1.183)
O (-4.502, -3.333, 0.008)
H (-4.780, -4.845, -1.443)
H (-4.213, -3.310, -2.019)
H (-3.131, -4.422, -1.096)
H (-3.915, -2.575, 0.051)
C (5.315, -0.530, 5.413)
O (4.340, 0.186, 6.166)
H (5.538, -1.494, 5.871)
H (4.992, -0.649, 4.379)
H (6.254, 0.016, 5.318)
H (4.346, 1.057, 5.762)
C (-3.939, -0.437, 4.877)
O (-3.057, 0.478, 4.261)
H (-4.486, -0.974, 4.103)
H (-3.342, -1.179, 5.407)
H (-4.607, 0.067, 5.576)
H (-2.814, 0.180, 3.381)
C (0.245, 3.773, 6.009)
O (-1.167, 3.689, 6.127)
H (0.558, 3.530, 4.993)
H (0.590, 4.721, 6.421)
H (0.647, 2.995, 6.659)
H (-1.379, 2.801, 5.830)

=====

(2)
Formula: C27H19N9O10STc
Source: the OMol25 dataset
Level of theory: ωB97M-V with the def2-TZVPD basis set

The relative energy (zero: lowest compared OMol25 entry of this formula, charge and spin) is 0.000 eV. Its total charge is +2. For the total energy, the calculation gives -75202.5936 eV. Its expectation value of S² is 3.990. For the HOMO-LUMO gap (alpha / beta), the calculation gives 5.305 / 3.457 eV. As for the multiplicity: 4.

CARTESIAN COORDINATES (ANGSTROEM)
Tc (-0.740, -0.364, 0.845)
O (-4.813, -0.250, 0.243)
C (-3.634, -0.324, -0.085)
O (-2.727, -0.596, 0.786)
C (-3.168, -0.015, -1.497)
C (-4.223, -0.030, -2.446)
C (-3.962, 0.392, -3.739)
C (-2.700, 0.894, -4.119)
C (-1.672, 0.729, -3.224)
C (-1.880, 0.363, -1.862)
O (-0.773, 0.175, -1.160)
N (-0.327, 0.958, -3.731)
O (0.432, 1.513, -2.938)
O (-0.078, 0.513, -4.831)
N (-5.081, 0.682, -4.568)
O (-4.905, 1.379, -5.547)
O (-6.162, 0.201, -4.240)
H (-5.253, -0.222, -2.044)
H (-2.482, 1.400, -5.119)
C (-1.362, -0.445, 5.081)
C (-1.740, -1.714, 5.320)
C (-1.687, -2.676, 4.296)
C (-1.291, -2.248, 3.028)
N (-0.972, -0.907, 2.804)
C (-0.953, -0.041, 3.816)
C (-1.182, -3.140, 1.820)
C (-1.463, -4.500, 1.771)
C (-1.456, -5.100, 0.494)
C (-1.236, -4.345, -0.679)
C (-0.906, -3.023, -0.546)
N (-0.919, -2.461, 0.672)
H (-1.357, 0.347, 5.845)
H (-2.057, -2.034, 6.301)
H (-2.029, -3.682, 4.517)
H (-0.529, 0.945, 3.703)
H (-1.518, -5.038, 2.731)
H (-1.698, -6.115, 0.239)
H (-1.233, -4.872, -1.641)
H (-0.460, -2.439, -1.368)
N (5.843, 2.328, -2.750)
C (5.122, 1.452, -1.895)
C (5.679, 0.792, -0.796)
C (5.014, 0.082, 0.188)
C (3.692, -0.229, -0.150)
C (3.160, 0.109, -1.356)
C (3.787, 1.004, -2.220)
S (2.575, -0.723, 1.082)
O (2.001, -1.940, 0.575)
O (3.132, -0.637, 2.391)
N (1.198, 0.356, 0.975)
C (1.421, 1.689, 1.128)
N (2.573, 2.284, 1.331)
C (2.604, 3.616, 1.515)
C (1.444, 4.402, 1.549)
C (0.199, 3.790, 1.336)
N (0.220, 2.417, 1.189)
H (6.459, 2.933, -2.181)
H (5.225, 2.951, -3.273)
H (6.749, 0.876, -0.591)
H (5.392, -0.126, 1.131)
H (2.230, -0.315, -1.790)
H (3.258, 1.452, -3.036)
H (3.601, 3.999, 1.737)
H (1.425, 5.417, 1.943)
H (-0.768, 4.261, 1.235)
O (-2.016, 2.262, 0.821)
N (-1.021, 1.590, 0.983)

=====

(3)
Formula: C4H12N2S
Source: the OMol25 dataset
Level of theory: ωB97M-V with the def2-TZVPD basis set

The relative energy (zero: lowest compared OMol25 entry of this formula, charge and spin) is 1.006 eV. Its total charge is 0. For the total energy, the calculation gives -18157.0130 eV. Its SMILES is CN[C@H](CN)CS. For the HOMO-LUMO gap, the calculation gives 9.718 eV.

CARTESIAN COORDINATES (ANGSTROEM)
C (-0.973, -1.639, 1.416)
N (-1.248, -0.452, 0.625)
C (-0.118, 0.097, -0.090)
C (-0.610, 0.894, -1.333)
S (-0.380, -0.021, -2.934)
C (0.844, 0.915, 0.780)
N (2.011, 1.388, 0.052)
H (-0.225, -2.363, 1.058)
H (-0.684, -1.420, 2.447)
H (-1.882, -2.248, 1.350)
H (-2.060, -0.576, 0.048)
H (0.566, -0.628, -0.541)
H (-1.644, 1.231, -1.262)
H (0.006, 1.784, -1.415)
H (0.051, -1.110, -2.294)
H (1.146, 0.348, 1.655)
H (0.228, 1.793, 1.019)
H (2.851, 0.885, 0.341)
H (2.120, 1.122, -0.923)

=====

(4)
Formula: C2H3N3O
Source: the OMol25 dataset
Level of theory: ωB97M-V with the def2-TZVPD basis set

The relative energy (zero: lowest compared OMol25 entry of this formula, charge and spin) is 4.316 eV. Its total charge is 0. For the total energy, the calculation gives -8636.1781 eV. Its SMILES is Oc1nc[nH]n1. For the HOMO-LUMO gap (alpha / beta), the calculation gives 8.379 / 8.377 eV.

CARTESIAN COORDINATES (ANGSTROEM)
O (-0.323, 0.261, -1.764)
C (-0.091, -0.818, -0.783)
N (-1.077, -0.910, 0.147)
N (-0.586, -0.123, 1.104)
C (0.646, 0.369, 0.778)
N (1.043, -0.156, -0.326)
H (0.355, 0.155, -2.434)
H (-1.106, 0.071, 1.942)
H (1.138, 1.149, 1.337)

=====

(5)
Formula: C26H29F6N2O7S4Zr
Source: the OMol25 dataset
Level of theory: ωB97M-V with the def2-TZVPD basis set

The relative energy (zero: lowest compared OMol25 entry of this formula, charge and spin) is 0.633 eV. Its total charge is +3. For the total energy, the calculation gives -105649.2688 eV. For the HOMO-LUMO gap, the calculation gives 8.054 eV.

CARTESIAN COORDINATES (ANGSTROEM)
Zr (-1.157, 0.037, 0.044)
F (-0.422, 4.845, 0.066)
C (-1.256, 4.577, -0.917)
F (-2.291, 5.363, -0.900)
F (-0.641, 4.593, -2.075)
S (-1.852, 2.822, -0.626)
O (-0.775, 1.886, -1.112)
O (-2.043, 2.533, 0.785)
N (-3.119, 2.755, -1.524)
S (-3.779, 1.339, -1.734)
O (-3.093, 0.356, -0.802)
O (-5.184, 1.315, -1.727)
C (-3.191, 0.754, -3.402)
F (-1.903, 0.402, -3.289)
F (-3.895, -0.307, -3.726)
F (-3.323, 1.710, -4.276)
O (-2.192, -0.003, 1.961)
C (-3.304, -0.845, 2.464)
C (-2.709, -2.027, 3.189)
C (-1.596, -2.694, 2.369)
C (-2.050, -3.066, 0.987)
C (-2.649, -4.294, 0.750)
C (-3.080, -4.626, -0.522)
C (-2.889, -3.717, -1.556)
C (-2.299, -2.512, -1.261)
N (-1.887, -2.173, -0.016)
H (-2.175, 0.857, 2.408)
H (-3.886, -1.126, 1.588)
H (-3.920, -0.219, 3.106)
H (-3.515, -2.736, 3.389)
H (-2.307, -1.721, 4.155)
H (-1.257, -3.590, 2.887)
H (-0.732, -2.024, 2.313)
H (-2.769, -4.988, 1.571)
H (-3.551, -5.582, -0.709)
H (-3.194, -3.936, -2.569)
H (-2.117, -1.790, -2.051)
O (0.361, -0.821, -0.999)
S (1.026, -2.088, -1.653)
C (2.047, -2.814, -0.323)
C (2.258, -1.923, 0.889)
C (3.206, -0.743, 0.657)
C (2.948, 0.436, 1.590)
S (1.653, 1.520, 0.973)
O (0.316, 0.729, 1.312)
C (1.703, 2.836, 2.123)
C (1.361, 2.647, 3.461)
C (1.493, 3.717, 4.325)
C (1.977, 4.938, 3.858)
C (2.325, 5.105, 2.525)
C (2.182, 4.048, 1.638)
C (2.189, -1.410, -2.801)
C (2.344, -0.042, -2.971)
C (3.256, 0.395, -3.921)
C (3.982, -0.522, -4.672)
C (3.794, -1.887, -4.497)
C (2.877, -2.347, -3.564)
H (2.980, -3.090, -0.819)
H (1.518, -3.729, -0.054)
H (2.654, -2.564, 1.680)
H (1.290, -1.577, 1.254)
H (3.160, -0.392, -0.376)
H (4.235, -1.071, 0.810)
H (3.809, 1.108, 1.632)
H (2.688, 0.150, 2.612)
H (0.995, 1.692, 3.816)
H (1.231, 3.604, 5.368)
H (2.086, 5.765, 4.546)
H (2.704, 6.055, 2.176)
H (2.446, 4.164, 0.593)
H (1.764, 0.665, -2.395)
H (3.396, 1.455, -4.081)
H (4.690, -0.170, -5.409)
H (4.347, -2.596, -5.097)
H (2.708, -3.411, -3.446)

=====

(6)
Formula: C28H29FInN2Se4
Source: the OMol25 dataset
Level of theory: ωB97M-V with the def2-TZVPD basis set

The relative energy (zero: lowest compared OMol25 entry of this formula, charge and spin) is 3.566 eV. Its total charge is -1. For the total energy, the calculation gives -301762.5944 eV. For the HOMO-LUMO gap, the calculation gives 3.843 eV.

CARTESIAN COORDINATES (ANGSTROEM)
In (-0.937, 1.046, 1.227)
Se (1.171, 4.506, 2.722)
Se (-0.862, 5.696, 3.146)
Se (-1.694, 5.065, 5.193)
Se (0.670, 2.298, 3.199)
N (0.684, -1.927, -0.011)
C (-0.289, -2.896, -0.333)
C (0.011, -4.241, -0.113)
C (-0.884, -5.244, -0.435)
C (-2.111, -4.910, -0.990)
C (-2.396, -3.576, -1.234)
C (-1.505, -2.542, -0.933)
C (-1.906, -1.160, -1.388)
C (-2.277, -1.139, -2.747)
C (-2.811, -0.018, -3.356)
C (-3.028, 1.111, -2.579)
C (-2.624, 1.098, -1.252)
C (-2.007, 0.011, -0.601)
H (0.235, -1.138, 0.434)
H (1.361, -2.297, 0.645)
H (0.969, -4.489, 0.332)
H (-0.626, -6.278, -0.242)
H (-2.836, -5.677, -1.234)
H (-3.350, -3.309, -1.673)
H (-2.132, -2.039, -3.335)
H (-3.069, -0.035, -4.408)
H (-3.481, 2.001, -3.000)
H (-2.804, 2.015, -0.699)
C (0.940, 0.459, -2.328)
N (2.244, 0.998, -1.831)
C (2.845, 1.903, -2.844)
C (2.136, 1.657, -0.439)
C (1.235, 2.848, -0.456)
C (1.752, 4.080, -0.873)
C (0.932, 5.188, -0.988)
C (-0.403, 5.063, -0.624)
C (-0.890, 3.850, -0.156)
C (-0.100, 2.699, -0.061)
H (1.086, 0.086, -3.340)
H (0.206, 1.260, -2.317)
H (0.635, -0.348, -1.675)
H (2.880, 0.213, -1.709)
H (2.187, 2.757, -2.971)
H (2.943, 1.356, -3.779)
H (3.819, 2.239, -2.496)
H (3.165, 1.898, -0.165)
H (1.768, 0.890, 0.240)
H (2.811, 4.172, -1.100)
H (1.337, 6.142, -1.299)
H (-1.057, 5.926, -0.651)
H (-1.920, 3.838, 0.188)
F (2.738, -4.585, 3.433)
C (1.830, -3.576, 3.326)
C (2.250, -2.273, 3.497)
C (1.320, -1.247, 3.387)
C (-0.027, -1.508, 3.086)
C (-1.019, -0.410, 2.948)
C (-0.403, -2.848, 2.941)
C (0.516, -3.885, 3.064)
H (3.289, -2.067, 3.729)
H (1.639, -0.222, 3.535)
H (-0.900, 0.325, 3.741)
H (-2.035, -0.804, 2.965)
H (-1.440, -3.085, 2.729)
H (0.216, -4.920, 2.957)

=====

(7)
Formula: C5H12N2O2
Source: the OMol25 dataset
Level of theory: ωB97M-V with the def2-TZVPD basis set

The relative energy (zero: lowest compared OMol25 entry of this formula, charge and spin) is 4.700 eV. Its total charge is 0. For the total energy, the calculation gives -12451.2827 eV. For the HOMO-LUMO gap (alpha / beta), the calculation gives 7.958 / 7.577 eV.

CARTESIAN COORDINATES (ANGSTROEM)
C (0.222, 1.349, -0.575)
C (2.638, 0.052, 0.318)
C (1.315, -0.483, 0.796)
C (-1.684, -0.293, 0.227)
C (-0.629, 0.208, -0.727)
N (-0.371, -0.545, -1.836)
N (-2.810, 0.667, 0.278)
O (-0.092, 2.233, 0.330)
O (1.096, 1.680, -1.361)
H (3.331, -0.699, -0.092)
H (2.449, 0.758, -0.443)
H (2.969, 0.630, 1.177)
H (1.240, -1.600, 1.002)
H (1.088, 0.110, 1.694)
H (-1.279, -0.238, 1.236)
H (-2.045, -1.362, 0.136)
H (-0.769, -1.409, -1.917)
H (0.321, -0.031, -2.463)
H (-0.767, 1.909, 1.049)
H (-3.408, 0.301, 0.972)
H (-3.287, 0.660, -0.555)

=====

(8)
Formula: C4H6N2O
Source: the OMol25 dataset
Level of theory: ωB97M-V with the def2-TZVPD basis set

The relative energy (zero: lowest compared OMol25 entry of this formula, charge and spin) is 1.205 eV. Its total charge is 0. For the total energy, the calculation gives -9272.2970 eV. Its SMILES is Nc1cc[nH]c1O. For the HOMO-LUMO gap, the calculation gives 8.038 eV.

CARTESIAN COORDINATES (ANGSTROEM)
N (0.779, -1.411, 1.171)
C (0.167, -0.580, 0.194)
C (-0.409, 0.605, 0.549)
O (-0.447, 1.182, 1.783)
N (-0.841, 1.252, -0.573)
C (-0.563, 0.462, -1.666)
C (0.074, -0.673, -1.227)
H (1.358, -0.828, 1.777)
H (1.401, -2.083, 0.742)
H (0.300, 0.802, 2.274)
H (-1.311, 2.142, -0.581)
H (-0.843, 0.771, -2.663)
H (0.427, -1.482, -1.854)